An isolated ion of composition C6H10N and charge +1 at a distorted geometry. Source: the OMol25 dataset; level of theory: ωB97M-V/def2-TZVPD.

The geometry in ORCA input format:
```
! wB97M-V def2-TZVPD RIJCOSX def2/J DEFGRID3
* xyz 1 1
N -2.2816 0.5468 -1.6441
C 1.4070 -1.6281 0.9951
C -1.3673 0.0524 -0.8485
C -3.2346 0.9868 -2.1686
C 1.7384 -0.2022 0.5822
C -0.4152 0.8787 -0.3562
C 0.4574 0.7121 0.8648
H 1.0115 -1.6712 2.0918
H -1.6709 -0.8518 -0.2946
H 0.7060 -1.9770 0.3563
H 1.9343 -0.1215 -0.4875
H -0.2883 1.7141 -0.9880
H 2.3049 -2.2357 0.9834
H 2.6475 0.2157 1.1410
H 0.8699 1.7469 0.9444
H -0.0392 0.4415 1.8237
H -3.7796 1.3925 -2.9953
*
```

E_HOMO (eV): -14.51
SMILES string: C#[N+]/C=C/CCC


C12H20BN4PtS3 as an isolated structure at a distorted geometry. Source: the OMol25 dataset; level of theory: ωB97M-V/def2-TZVPD.

The geometry in ORCA input format:
```
! wB97M-V def2-TZVPD RIJCOSX def2/J DEFGRID3
* xyz 3 5
Pt 0.1746 -0.3068 -0.5787
S 0.7961 -1.1869 -3.0062
S 2.5869 -1.1572 -0.1490
S -0.5186 -2.7694 -0.3129
N -0.6422 1.2190 2.2649
N -0.8788 1.5652 -0.7492
N -1.4118 2.4116 0.1520
N 0.1155 0.2858 1.6630
C 0.2801 -2.9563 -3.0285
C -0.8280 -3.2700 -2.0473
C 2.3988 -2.9852 -0.3048
C 1.0690 -3.5843 0.1385
C 0.2590 -0.0220 3.8745
C -2.0127 3.4289 -0.5084
C -1.1221 2.0527 -1.9724
C 0.6778 -0.4584 2.6093
C -1.8506 3.2413 -1.8671
C -0.5792 1.0422 3.6070
C 2.6297 -1.2946 -2.9937
C 3.2707 -0.6607 -1.7739
B -1.3870 2.3515 1.6478
H -0.7937 1.5633 -2.8733
H 1.3658 -1.2492 2.3832
H -1.1117 1.6702 4.2960
H -0.0784 -3.1464 -4.0445
H 2.6542 -3.2667 -1.3233
H -0.9779 3.3958 2.0878
H 1.1495 -3.5893 -2.8632
H 2.9692 -0.7558 -3.8826
H 3.1773 -3.3947 0.3459
H 1.0021 -4.6142 -0.2225
H 1.0087 -3.6327 1.2269
H -2.2039 3.8674 -2.6637
H -2.5158 4.2238 0.0072
H -1.7611 -2.7695 -2.3088
H -2.4961 2.4319 2.0985
H 3.1672 0.4285 -1.7744
H -1.0234 -4.3493 -2.0478
H 0.5285 -0.4270 4.8306
H 2.9179 -2.3357 -3.1210
H 4.3442 -0.8850 -1.7626
*
```

E_HOMO (spin up / spin down) (eV): -18.41 / -18.93


An isolated ion of composition C7H10N and charge +1 at a distorted geometry. Source: the OMol25 dataset; level of theory: ωB97M-V/def2-TZVPD.

The geometry in ORCA input format:
```
! wB97M-V def2-TZVPD RIJCOSX def2/J DEFGRID3
* xyz 1 1
N -0.6344 0.5308 -0.1112
C -0.7817 -0.9166 0.1390
C -1.9099 -1.5654 0.8384
C 1.7333 0.1937 0.4056
C -1.6402 1.5343 -0.5613
C 0.0514 -0.8350 -0.9320
C 3.0697 -0.1807 0.2493
C 0.7634 0.4663 -0.6142
H 1.0528 1.2031 -1.4170
H -2.8513 -1.0314 0.8212
H 3.6387 -0.6513 1.0213
H -1.3474 2.0224 -1.4885
H -2.6153 0.9681 -0.6247
H -2.1262 -2.4530 0.2677
H 3.3905 -0.7733 -0.6567
H -1.6042 -1.7070 1.8831
H 3.4564 0.8147 0.5656
H -1.6456 2.3803 0.2143
*
```

E_HOMO (spin up / spin down) (eV): -12.55 / -12.55


An isolated ion of composition C2H9N4O and charge +1 at a distorted geometry. Source: the OMol25 dataset; level of theory: ωB97M-V/def2-TZVPD.

The geometry in ORCA input format:
```
! wB97M-V def2-TZVPD RIJCOSX def2/J DEFGRID3
* xyz 1 1
O 1.3254 1.2648 -0.2871
N -2.4029 -0.7675 -0.1965
N -0.0291 -0.6149 0.0310
N 2.2040 -0.8019 -0.0991
N -1.2602 1.2761 0.0609
C 1.1700 0.0400 0.4377
C -1.2492 -0.0601 0.0625
H -0.4168 1.6514 -0.0757
H 2.6499 -1.6253 0.4963
H -2.0056 1.8489 0.4328
H 1.5920 1.2293 -1.3126
H 1.0733 0.3138 1.4872
H -3.3094 -0.3782 0.0899
H 0.0756 -1.4366 -0.4642
H 2.9995 -0.1525 -0.3008
H -2.4165 -1.7872 -0.3625
*
```

E_HOMO (eV): -14.48
SMILES string: NC(N)=[NH+][C@@H](N)O


C24H53N3NiO7 as an isolated structure at a distorted geometry. Source: the OMol25 dataset; level of theory: ωB97M-V/def2-TZVPD.

The geometry in ORCA input format:
```
! wB97M-V def2-TZVPD RIJCOSX def2/J DEFGRID3
* xyz 0 3
Ni 0.6853 -0.0393 0.1957
O 0.3078 -3.6028 -0.3027
O 0.9483 1.5717 1.6626
O 1.9181 1.5996 -1.1569
O 2.7613 -0.2738 0.8124
O 1.2912 -1.0981 -1.5496
O 0.1461 -1.1834 1.8573
O -1.0825 0.6850 -0.7540
N 3.9485 -2.0091 1.4889
N -2.3894 1.0549 -1.2170
N 1.0577 3.3967 3.1042
C -0.4991 -2.8397 -1.0659
C -4.9189 1.9328 -2.4314
C 0.0513 -1.9271 3.0486
C 0.3730 -2.0294 -2.0949
C 3.2460 -2.9713 0.6048
C -3.7666 -1.1014 -1.8264
C 3.6928 -0.6940 1.4847
C -3.5607 -0.1471 0.5399
C 1.9804 -0.3492 -2.5504
C 5.0249 -2.6046 2.3683
C 2.3084 2.9543 -1.1648
C -0.0887 -4.9893 -0.3745
C -2.4118 2.0040 -2.4646
C 1.2171 2.1437 2.7839
C 2.8099 0.7873 -1.9144
C -4.8299 1.1391 -1.0683
C -3.7508 2.7982 -2.7146
C -0.3490 -3.4120 2.7574
C 1.3382 -1.7065 3.8040
C -2.0689 1.2005 -3.7383
C 1.6767 3.9160 4.2964
C 0.7486 4.4073 2.0609
C -1.4057 3.2467 -2.5374
C -3.5557 0.2234 -0.9616
H 3.6903 0.4580 -1.3626
H 0.2705 3.9706 1.1841
H -4.8855 1.8959 -0.2858
H -3.0953 -1.9251 -1.5833
H -4.4044 -0.7914 0.7868
H -0.3009 -1.4300 -2.7070
H -2.6395 -0.7264 0.6033
H 2.7542 3.2232 -2.1224
H -3.5585 -0.9105 -2.8792
H -0.8372 -1.6091 3.5940
H -1.2552 0.4842 -3.6248
H 1.7034 -0.6797 3.8194
H -1.7365 4.1053 -3.1219
H 3.3564 1.3185 -2.6937
H 1.1367 -1.8129 4.8700
H 3.9266 -3.5711 0.0006
H -5.8199 0.7072 -0.9217
H 0.0619 5.0950 2.5544
H -0.3854 3.0043 -2.8349
H 1.7623 4.7668 1.8836
H 1.8635 3.2045 5.1009
H -1.3204 -3.3363 -1.5826
H -1.3430 -3.4208 2.3102
H 4.3738 -0.2354 2.2182
H 2.6171 4.4097 4.0514
H 1.1365 0.1027 -3.0717
H 0.3431 -3.8753 2.0543
H -1.6585 1.8384 -4.5211
H 1.4970 3.5914 -0.8129
H 3.0975 3.0846 -0.4242
H 2.4693 -1.0691 -3.2068
H -4.9391 1.1708 -3.2105
H 4.9998 -3.6922 2.4353
H -1.1966 3.4981 -1.4976
H 2.1578 -2.3488 3.4819
H 2.5726 -3.5177 1.2652
H 1.8424 1.7334 3.5919
H 2.7372 -2.4627 -0.2141
H -3.5962 0.8286 1.0245
H -2.8889 0.5365 -4.0115
H -1.0107 -2.2346 -0.3174
H -5.8844 2.3653 -2.6939
H 0.2255 -5.3929 -1.3370
H -1.1229 -5.1833 -0.0900
H 0.9444 4.6091 4.7105
H -4.7802 -1.5022 -1.8181
H 0.5499 -5.5659 0.2948
H -3.8725 3.7214 -2.1480
H 0.8044 -2.7813 -2.7556
H -3.9907 2.9271 -3.7700
H 5.9564 -2.4365 1.8277
H -0.2898 -4.0749 3.6206
H 5.1074 -2.1472 3.3542
*
```

E_HOMO (spin up / spin down) (eV): -5.22 / -5.18


A 2-piece molecular cluster, C17H15Cl2O7S overall at a distorted geometry. Source: the OMol25 dataset; level of theory: ωB97M-V/def2-TZVPD.

The geometry in ORCA input format:
```
! wB97M-V def2-TZVPD RIJCOSX def2/J DEFGRID3
* xyz -1 1
Cl 1.6946 -1.4366 3.1703
Cl 2.3791 2.2129 -1.8496
S -1.8105 2.3403 0.2005
O -0.4460 3.2576 2.6786
O 3.3327 -0.6121 -1.5329
O -0.2304 4.3528 -0.6955
O -2.9590 3.0810 0.7088
O 1.5705 1.5341 2.9704
O 0.2979 5.2782 1.9055
O -1.4609 1.0078 0.6788
C 2.4256 -1.0202 0.6210
C 2.1172 1.1934 -0.4981
C -1.1766 2.4013 -2.4951
C -1.4712 2.5729 -3.8521
C -0.1207 4.1398 1.7217
C -0.0431 3.6962 4.0405
C 1.4309 1.6116 0.5760
C -3.5477 2.2788 -1.9806
C -1.1647 5.5493 -0.6147
C -2.2050 2.3161 -1.5640
C 2.6965 -0.1952 -0.5670
C 1.5808 0.9609 1.8693
C -0.3074 3.4886 0.3212
C -3.8334 2.4373 -3.3455
C 1.9012 -0.5044 1.7573
C -0.7418 2.7138 4.9375
C -2.8019 2.5919 -4.2820
H -0.3467 1.7032 4.7452
H -4.8758 2.4382 -3.6752
H 2.7356 -2.0572 0.6039
H 1.0566 3.6239 4.1300
H -0.6305 6.3169 -0.0230
H -0.3759 4.7310 4.1802
H -1.3086 5.8282 -1.6674
H -0.1397 2.3662 -2.1510
H -4.3615 2.1795 -1.2552
H -3.0258 2.6764 -5.3493
H -0.5751 2.9646 5.9918
H -1.8251 2.7223 4.7695
H 0.9153 2.5990 0.5035
H -0.6425 2.6858 -4.5562
H -2.1217 5.2603 -0.1383
*
```

E_HOMO (eV): -3.43


The following E_tot values (in eV) correspond, in order, to the records above: -7864.09717 -55125.69535 -8895.80813 -10221.43021 -85584.64637 -68082.21930.
The following relative energy (zero: lowest compared OMol25 entry of this formula, charge and spin) values (in kJ/mol) correspond, in order, to the records above: 217.2 87.2 751.1 175.6 454.1 72.9.